Entry 1:
Formula: C20H47N2O8PS5
Source: the Open Molecules 2025 dataset
Level of theory: wB97M-V/def2-TZVPD

## Properties
LUMO energy (Eh): 0.008
Largest force on an atom (hartree/bohr): 0.1231
DFT total energy (a.u.): -3833.653781
Orbital gap (eV): 8.45

XYZ file:
```
83
Properties=species:S:1:pos:R:3:lowdin_charge:R:1
C -4.118 2.960 2.311 -0.1061
C -4.816 1.532 1.997 -0.3465
C -5.889 1.614 0.766 -0.0818
C -3.796 0.301 1.878 -0.2851
C -2.942 0.071 3.256 -0.0710
C -2.802 0.339 0.612 -0.1481
O -2.884 1.538 -0.203 -0.1033
C -1.890 1.588 -1.220 -0.4737
O -2.160 2.816 -1.977 -0.0069
C -1.944 0.397 -2.291 -0.0395
N -2.208 -0.568 -2.966 0.1945
C -0.372 1.727 -0.689 -0.2712
C 0.585 2.472 -1.720 -0.1991
N 1.385 3.002 -2.446 0.1405
P -0.194 2.563 1.006 0.7901
O 0.456 1.568 1.992 -0.4809
H -4.082 3.534 1.302 0.0858
H -3.062 2.882 2.742 0.0407
H -4.751 3.629 3.010 0.0737
H -5.477 1.309 2.927 0.1381
H -6.502 2.577 0.811 0.0816
H -5.423 1.383 -0.251 0.0746
H -6.635 0.748 0.978 0.0834
H -4.451 -0.654 1.790 0.1438
H -3.698 -0.425 3.983 0.0908
H -2.512 1.040 3.681 0.0746
H -2.130 -0.713 2.996 0.0896
H -1.738 0.125 1.031 0.1183
H -3.052 -0.602 -0.024 0.1437
H -1.882 2.626 -2.913 0.1225
H 0.026 0.645 -0.557 0.1376
H -1.440 3.118 1.437 0.0120
H 0.746 3.654 0.809 0.0364
C -2.067 5.926 6.265 -0.2716
S -3.520 5.886 5.193 0.8150
O -4.098 4.509 5.271 -0.5593
C -2.605 6.003 3.640 -0.2768
H -2.398 5.827 7.299 0.0505
H -1.399 5.099 6.017 0.0576
H -1.549 6.879 6.140 0.0518
H -1.903 5.171 3.558 0.0455
H -2.069 6.953 3.604 0.0530
H -3.317 5.958 2.814 0.0458
C -0.955 -5.473 -5.068 -0.2750
S -1.385 -4.593 -3.551 0.7986
O -2.196 -5.523 -2.706 -0.5702
C -2.530 -3.433 -4.328 -0.2963
H -0.267 -6.281 -4.815 0.0448
H -1.854 -5.892 -5.524 0.0550
H -0.467 -4.786 -5.761 0.0331
H -3.331 -3.979 -4.830 0.0548
H -1.990 -2.814 -5.048 0.0496
H -2.955 -2.797 -3.553 0.0050
C 4.438 -0.619 -0.399 -0.2676
S 2.985 -0.663 -1.468 0.7804
O 2.412 -2.042 -1.391 -0.5600
C 3.895 -0.540 -3.023 -0.2718
H 4.110 -0.721 0.636 0.0343
H 5.110 -1.443 -0.648 0.0634
H 4.953 0.335 -0.522 0.0595
H 4.600 -1.369 -3.108 0.0503
H 4.428 0.412 -3.058 0.0539
H 3.181 -0.585 -3.847 0.0497
C 3.488 -4.369 -4.492 -0.2596
S 3.379 -4.485 -6.292 0.8096
O 1.941 -4.316 -6.665 -0.5621
C 3.759 -6.249 -6.385 -0.2724
H 3.248 -3.346 -4.196 0.0295
H 2.777 -5.056 -4.031 0.0608
H 4.504 -4.608 -4.173 0.0560
H 3.031 -6.818 -5.804 0.0552
H 4.765 -6.425 -6.002 0.0517
H 3.710 -6.558 -7.430 0.0492
C 6.973 -0.564 4.896 -0.2739
S 5.776 -0.906 3.586 0.8069
O 6.290 -0.271 2.333 -0.5640
C 4.476 0.162 4.242 -0.2663
H 7.893 -1.105 4.673 0.0495
H 7.182 0.506 4.938 0.0570
H 6.573 -0.908 5.852 0.0520
H 4.843 1.187 4.326 0.0585
H 4.161 -0.206 5.220 0.0534
H 3.628 0.136 3.556 0.0468
```



Entry 2:
Formula: H22MgNO14
Source: the Open Molecules 2025 dataset
Level of theory: wB97M-V/def2-TZVPD

## Properties
LUMO energy (Eh): -0.219
Largest force on an atom (hartree/bohr): 0.0501
DFT total energy (a.u.): -1321.158361
Net charge: +1
ΔE to the lowest compared entry with this formula, charge and spin (kJ/mol): 0.0
Orbital gap (eV): 7.33

XYZ file:
```
38
Properties=species:S:1:pos:R:3:lowdin_charge:R:1
Mg -1.208 -2.037 2.424 1.1853
N -0.295 -0.270 -0.161 -0.4716
O -0.171 0.864 0.263 0.0602
O -0.693 -1.196 0.623 -0.1112
O -0.007 -0.584 -1.317 0.0115
O -0.438 -3.770 -1.036 -0.0335
H -0.819 -2.974 -1.433 0.0416
H -0.413 -4.411 -1.758 0.0894
O -0.544 -1.821 -3.981 -0.0488
H -0.332 -1.144 -4.632 0.0487
H -0.253 -1.461 -3.138 -0.0229
O 1.820 -2.837 0.038 -0.0626
H 0.967 -3.181 -0.333 0.0046
H 2.215 -2.332 -0.689 0.0392
O -1.851 1.744 -2.423 -0.0349
H -1.511 0.885 -2.148 -0.0002
H -2.770 1.588 -2.664 0.0516
O -1.229 3.464 0.263 -0.0484
H -1.703 4.046 -0.340 0.0726
H -0.912 2.745 -0.303 0.0070
O 1.946 2.605 -1.156 -0.0469
H 1.537 2.548 -0.288 0.0044
H 2.645 1.940 -1.134 0.0228
O -2.169 1.454 2.341 -0.0477
H -2.325 2.312 2.748 0.0680
H -1.717 1.669 1.509 0.0118
O 0.568 -2.845 2.396 -0.0723
H 1.152 -3.351 2.974 0.1128
H 1.139 -2.622 1.583 0.0699
O -0.505 -0.387 3.291 -0.0634
H -0.820 0.539 3.128 0.0596
H 0.356 -0.328 3.724 0.1070
O 2.853 -0.530 -1.731 -0.0422
H 1.916 -0.297 -1.720 -0.0008
H 3.168 -0.282 -2.607 0.0644
O 0.478 3.269 2.685 -0.0564
H -0.261 3.554 3.229 0.0310
H 0.186 3.434 1.774 0.0002
```



Entry 3:
Formula: C3H5N3O
Source: the Open Molecules 2025 dataset
Level of theory: wB97M-V/def2-TZVPD

## Properties
LUMO energy (Eh): 0.025
Structure (SMILES): Nc1nc(O)c[nH]1
Largest force on an atom (hartree/bohr): 0.0357
DFT total energy (a.u.): -356.774844
ΔE to the lowest compared entry with this formula, charge and spin (kJ/mol): 216.7
Orbital gap (eV): 8.77

XYZ file:
```
12
Properties=species:S:1:pos:R:3:lowdin_charge:R:1
N -1.876 -0.650 0.814 0.1487
C -0.689 -0.165 0.342 -0.4630
N 0.448 -0.861 0.355 0.1612
C 1.347 0.047 -0.091 -0.4786
O 2.644 -0.233 -0.213 0.0828
C 0.831 1.282 -0.533 -0.0955
N -0.540 1.073 -0.151 0.0541
H -1.896 -1.655 0.906 0.1008
H -2.713 -0.256 0.409 0.0982
H 2.746 -1.186 -0.098 0.1167
H 1.000 0.749 -1.537 0.1363
H -1.253 1.787 -0.166 0.1382
```



Entry 4:
Formula: C4H12O2Sn
Source: the Open Molecules 2025 dataset
Level of theory: wB97M-V/def2-TZVPD

## Properties
Multiplicity: 2
LUMO energy (alpha / beta) (Eh): -0.593 / -0.640
Largest force on an atom (hartree/bohr): 0.0505
⟨S²⟩: 0.754
DFT total energy (a.u.): -522.938913
Net charge: +3
ΔE to the lowest compared entry with this formula, charge and spin (kJ/mol): 31.3
Orbital gap (alpha / beta) (eV): 5.44 / 4.14

XYZ file:
```
19
Properties=species:S:1:pos:R:3:lowdin_spin:R:1
Sn 0.509 -2.394 2.192 -0.0066
C 0.192 2.718 2.129 0.2023
C -0.841 1.775 1.497 0.2115
O -0.375 0.514 1.672 0.4495
H -0.333 3.666 2.241 0.0382
H 1.058 2.779 1.469 0.0016
H 0.479 2.309 3.098 0.0051
H -0.885 1.861 0.411 0.0845
H -1.833 1.929 1.920 0.0009
H 0.523 0.389 1.356 0.0033
C 0.661 -1.845 -2.740 0.0017
C -0.124 -1.242 -1.545 0.0006
O -0.265 -2.338 -0.631 0.0066
H 0.077 -2.470 -3.416 0.0002
H 1.565 -2.343 -2.392 0.0000
H 1.000 -0.983 -3.316 0.0007
H -1.089 -0.830 -1.839 0.0001
H 0.518 -0.535 -1.020 0.0001
H -0.837 -2.960 -1.087 -0.0001
```